{
  "formula": "C3H2N3O",
  "method": "ωB97M-V/def2-TZVPD",
  "elements": ["C", "C", "C", "N", "N", "N", "O", "H", "H"],
  "xyz": [[-0.919041, 0.072692, -0.084191], [0.056837, -0.759717, 0.574139], [-0.945000, 0.302551, 1.886311], [-2.836200, -1.309770, 4.010366], [-1.521551, 0.727723, 0.907575], [-2.317038, -0.361339, 3.888273], [-0.087456, -0.640553, 1.903910], [-1.077199, 0.549613, -1.053724], [0.885992, -1.445182, 0.352277]],
  "forces_ev_per_angstrom": [[2.469, -0.040, -0.633], [0.982, -1.259, -2.426], [0.274, 1.891, 3.378], [-0.236, -0.247, 0.203], [-3.514, 1.114, 0.323], [0.382, 0.284, -0.484], [-0.285, -1.062, 0.492], [0.467, -1.189, -0.249], [-0.540, 0.507, -0.603]],
  "max_force_ev_per_a": 3.88,
  "e_lumo_ev": [-9.30, -7.90],
  "de_lowest_kcal_mol": 78.8,
  "e_homo_ha": [-0.5984, -0.6110],
  "orbital_gap_ev": [7.0, 8.7],
  "total_charge": 1,
  "multiplicity": 1
}



{
  "formula": "C3H2N4O",
  "method": "ωB97M-V/def2-TZVPD",
  "elements": ["C", "N", "N", "C", "O", "N", "N", "C", "H", "H"],
  "xyz": [[-0.795722, 0.911913, 0.035715], [-1.559772, -0.167744, -0.291375], [-0.812518, -1.385908, 0.059206], [0.377371, -0.797010, 0.312166], [1.560117, -1.337185, -0.127868], [2.618794, -0.161430, -0.107552], [1.835200, 0.832189, -0.045864], [0.506031, 0.581555, 0.363893], [-1.132633, 1.935381, -0.474583], [-2.596867, -0.411760, 0.276263]],
  "forces_ev_per_angstrom": [[-0.988, 4.996, -2.894], [-2.304, -3.244, 5.131], [1.143, 2.539, -0.303], [1.281, -3.864, -2.582], [0.621, -0.475, 2.208], [-6.277, 1.481, -0.485], [2.836, 0.417, 1.376], [-0.326, -1.358, -1.679], [0.555, -2.166, 1.855], [3.460, 1.674, -2.627]],
  "max_force_ev_per_a": 6.49,
  "e_lumo_ev": -0.92,
  "smiles": "c1[nH]nc2onnc12",
  "de_lowest_kcal_mol": 94.4,
  "e_homo_ha": -0.3570,
  "orbital_gap_ev": 8.8,
  "multiplicity": 1
}



{
  "formula": "C3H2NO3",
  "method": "ωB97M-V/def2-TZVPD",
  "elements": ["O", "C", "C", "O", "N", "C", "O", "H", "H"],
  "xyz": [[2.851381, -1.624055, 0.054588], [2.314321, -0.575952, 0.342386], [1.680949, 0.559643, -0.004128], [2.102784, 1.739426, -0.055976], [0.189497, 0.427660, 0.146801], [-0.762439, -0.508683, 0.069177], [-1.949586, -0.245750, 0.238566], [-0.204260, 1.358837, 0.267054], [-0.493746, -1.573760, -0.166005]],
  "forces_ev_per_angstrom": [[-0.243, 0.420, -0.077], [1.138, -1.633, 0.425], [-1.422, 0.160, -0.018], [0.056, 0.290, -0.227], [0.162, 0.793, -0.220], [0.022, -0.589, -0.171], [-0.318, -0.066, -0.036], [0.151, -0.167, 0.124], [0.453, 0.791, 0.200]],
  "max_force_ev_per_a": 2.03,
  "e_lumo_ev": 4.11,
  "smiles": "O=C=C([O-])NC=O",
  "de_lowest_kcal_mol": 53.6,
  "e_homo_ha": -0.0834,
  "orbital_gap_ev": 6.4,
  "total_charge": -1,
  "multiplicity": 1
}



{
  "formula": "C3H2NOS2",
  "method": "ωB97M-V/def2-TZVPD",
  "elements": ["C", "C", "C", "N", "O", "S", "S", "H", "H"],
  "xyz": [[-0.084054, -0.287224, -1.043248], [-1.295141, -0.094828, -0.416111], [1.179193, -0.093896, -0.537509], [0.318947, 0.186951, 1.520440], [2.343001, -0.148085, -0.462128], [1.143477, 0.438929, 2.895429], [-1.301629, 0.385115, 1.198009], [-0.145324, -0.277952, -2.258648], [-2.158470, -0.109012, -0.896234]],
  "forces_ev_per_angstrom": [[1.413, 0.456, -3.955], [3.289, -0.202, 1.728], [-1.887, -0.287, 0.405], [1.065, -0.439, -1.420], [0.784, 0.015, -0.119], [-0.524, 0.105, 0.087], [-0.975, 0.739, 2.333], [0.496, -0.284, 2.999], [-3.661, -0.102, -2.057]],
  "max_force_ev_per_a": 4.22,
  "s_squared": 2.023,
  "e_lumo_ev": [3.64, 3.61],
  "de_lowest_kcal_mol": 31.3,
  "e_homo_ha": [-0.0495, -0.1112],
  "orbital_gap_ev": [5.0, 6.6],
  "total_charge": -1,
  "multiplicity": 3
}



{
  "formula": "C3H2NaO3",
  "method": "ωB97M-V/def2-TZVPD",
  "elements": ["H", "C", "C", "O", "C", "O", "O", "Na", "H"],
  "xyz": [[1.614095, -1.023554, 1.315335], [1.099171, -0.938344, 0.262572], [1.452888, 0.358876, 0.101049], [0.283338, 1.082944, -0.120630], [-0.714719, 0.215090, -0.200407], [-0.267380, -0.999449, 0.161948], [-1.867802, 0.488097, -0.423246], [-3.967127, 0.033649, -0.793850], [2.367537, 0.782692, -0.302771]],
  "forces_ev_per_angstrom": [[-0.538, -1.989, -1.732], [2.074, 1.227, 3.170], [-1.113, 0.249, -2.126], [0.426, 0.558, -1.368], [0.128, -0.332, 1.405], [-0.909, -0.001, -0.090], [-0.237, -0.073, -0.390], [0.120, 0.057, 0.023], [0.049, 0.305, 1.108]],
  "max_force_ev_per_a": 3.98,
  "e_lumo_ev": -4.41,
  "de_lowest_kcal_mol": 0.0,
  "e_homo_ha": -0.4968,
  "orbital_gap_ev": 9.1,
  "total_charge": 1,
  "multiplicity": 1
}



{
  "formula": "C3H2O",
  "method": "ωB97M-V/def2-TZVPD",
  "elements": ["C", "C", "C", "O", "H", "H"],
  "xyz": [[0.229392, 0.824472, -1.761507], [1.282699, 1.324096, -2.402269], [-0.537645, -0.031067, -1.218502], [0.481680, -0.120648, 0.961003], [-1.246673, -0.899831, -1.361698], [0.600227, 0.747482, 1.361950]],
  "forces_ev_per_angstrom": [[1.229, 0.352, -1.232], [-1.772, -0.668, 1.078], [1.031, -0.761, 1.922], [-1.088, -0.874, -2.029], [0.943, 1.473, 0.653], [-0.343, 0.477, -0.392]],
  "max_force_ev_per_a": 2.46,
  "e_lumo_ev": [-2.73, -2.73],
  "de_lowest_kcal_mol": 161.7,
  "e_homo_ha": [-0.3501, -0.3503],
  "orbital_gap_ev": [6.8, 6.8],
  "multiplicity": 1
}



{
  "formula": "C3H2O2Tl",
  "method": "ωB97M-V/def2-TZVPD",
  "elements": ["O", "C", "C", "H", "H", "C", "O", "Tl"],
  "xyz": [[-2.088409, -0.430924, 0.016850], [-2.777301, 1.905427, 0.674100], [-2.768747, 1.930221, -0.550014], [-2.662764, 2.090548, 1.730160], [-2.665668, 2.140477, -1.602548], [-0.707672, -0.582649, -0.056125], [0.297512, 0.017732, -0.107322], [1.477291, 1.583090, -0.172962]],
  "forces_ev_per_angstrom": [[10.431, -2.396, -0.565], [0.087, 0.373, 1.873], [0.036, 0.368, -1.879], [-0.495, -0.278, 0.395], [-0.507, -0.240, -0.349], [-12.379, 2.981, 0.669], [-0.685, -4.543, 0.042], [3.513, 3.734, -0.185]],
  "max_force_ev_per_a": 12.75,
  "e_lumo_ev": [-18.32, -20.77],
  "de_lowest_kcal_mol": 62.9,
  "e_homo_ha": [-0.9683, -0.9685],
  "orbital_gap_ev": [8.0, 5.6],
  "total_charge": 3,
  "multiplicity": 1
}



{
  "formula": "C3H2O3",
  "method": "ωB97M-V/def2-TZVPD",
  "elements": ["C", "C", "O", "H", "H", "O", "C", "O"],
  "xyz": [[0.045389, 0.564815, -0.040333], [0.410823, -0.585306, 0.360889], [-0.687995, -0.057731, 1.115597], [-0.167825, 1.452778, -0.568083], [0.998610, -1.454446, 0.481172], [-4.207018, -1.065420, -0.206187], [-3.928522, 0.031925, -0.045414], [-3.666889, 1.134389, 0.103642]],
  "forces_ev_per_angstrom": [[0.249, -1.169, 0.231], [-0.014, 1.249, -0.485], [-0.736, -0.033, 0.659], [0.101, 0.464, -0.345], [0.319, -0.518, -0.079], [-0.399, -1.721, -0.229], [0.029, -0.075, 0.019], [0.450, 1.803, 0.229]],
  "max_force_ev_per_a": 1.87,
  "e_lumo_ev": 0.72,
  "smiles": "C1=CO1.O=C=O",
  "de_lowest_kcal_mol": 79.1,
  "e_homo_ha": -0.3067,
  "orbital_gap_ev": 9.1,
  "multiplicity": 1
}



{
  "formula": "C3H2O3S2",
  "method": "ωB97M-V/def2-TZVPD",
  "elements": ["O", "C", "O", "C", "O", "C", "S", "S", "H", "H"],
  "xyz": [[1.427101, 1.279057, 1.058784], [1.459844, 0.350850, 0.297885], [2.560375, -0.257015, -0.089180], [0.165716, -0.301502, -0.303692], [0.263386, -1.376100, -0.917684], [-1.171506, 0.347238, -0.066179], [-1.428118, 1.921220, -0.496913], [-2.326346, -0.935219, 0.502019], [2.347319, -0.999547, -0.663366], [-3.297773, -0.028982, 0.678330]],
  "forces_ev_per_angstrom": [[-0.017, -0.644, -0.456], [-0.888, 0.650, 0.274], [0.616, 0.134, 0.148], [0.483, -1.966, -0.949], [-0.084, 2.468, 1.338], [-0.697, 0.197, -0.345], [0.209, -1.896, 0.637], [0.794, 1.514, -0.413], [-0.269, -0.352, -0.274], [-0.146, -0.104, 0.037]],
  "max_force_ev_per_a": 2.81,
  "e_lumo_ev": -1.77,
  "smiles": "O=C(O)C(=O)C(=S)S",
  "de_lowest_kcal_mol": 5.7,
  "e_homo_ha": -0.3506,
  "orbital_gap_ev": 7.8,
  "multiplicity": 1
}